Here is 10 unconnected molecules or ions with the total composition C41H94F6N8O11S2 in a non-equilibrium geometry from OMol25. Energies are from wB97M-V/def2-TZVPD.

Each atom is followed by the atoms it is bonded to, with distances in Å.
CARTESIAN COORDINATES (ANGSTROEM)
1 C -3.8845 -1.2830 -0.8334  C2 1.466, H8 1.090, H9 1.090, H10 1.090
2 C -5.0576 -1.7020 -1.6055  C1 1.466, O3 1.237, N4 1.545
3 O -5.3640 -2.8991 -1.6674  C2 1.237
4 N -5.8813 -0.5973 -2.3046  C2 1.545, H5 1.010, H6 1.010, C7 1.602
5 H -5.3775 0.2768 -2.2572  N4 1.010
6 H -5.8019 -0.7610 -3.2980  N4 1.010
7 C -7.4271 -0.5754 -1.8839  N4 1.602, H11 1.090, H12 1.090, H13 1.090
8 H -3.1677 -2.0694 -1.0696  C1 1.090
9 H -4.0555 -1.1173 0.2303  C1 1.090
10 H -3.4394 -0.3556 -1.1939  C1 1.090
11 H -7.9063 0.4036 -1.8772  C7 1.090
12 H -7.4711 -1.0656 -0.9113  C7 1.090
13 H -7.9138 -1.1750 -2.6532  C7 1.090
14 C 2.0627 1.6880 3.8714  C15 1.531, H21 1.090, H22 1.090, H23 1.090
15 C 3.5533 1.7531 3.5263  C14 1.531, O16 1.247, N17 1.483
16 O 4.3491 2.4706 4.1647  C15 1.247
17 N 4.1266 0.9723 2.4030  C15 1.483, H18 1.010, H19 1.010, C20 1.622
18 H 4.8136 0.3665 2.8284  N17 1.010
19 H 3.5524 0.3525 1.8497  N17 1.010
20 C 4.8657 1.9387 1.3304  N17 1.622, H24 1.090, H25 1.090, H26 1.090
21 H 1.9799 2.0065 4.9105  C14 1.090
22 H 1.6274 0.6900 3.9206  C14 1.090
23 H 1.4856 2.3662 3.2427  C14 1.090
24 H 5.2262 2.8150 1.8693  C20 1.090
25 H 4.1646 2.3260 0.5911  C20 1.090
26 H 5.7252 1.4270 0.8974  C20 1.090
27 C -1.3308 -0.6272 3.9715  C28 1.465, H34 1.090, H35 1.090, H36 1.090
28 C -1.1976 -1.6089 5.0507  C27 1.465, O29 1.250, N30 1.560
29 O -2.1052 -2.4137 5.3516  C28 1.250
30 N 0.1882 -1.7844 5.7450  C28 1.560, H31 1.010, H32 1.010, C33 1.579
31 H 0.6996 -2.5378 5.3082  N30 1.010
32 H 0.6995 -1.0125 5.3415  N30 1.010
33 C 0.1185 -1.8499 7.3213  N30 1.579, H37 1.090, H38 1.090, H39 1.090
34 H -2.3054 -0.5180 3.4957  C27 1.090
35 H -0.5411 -0.9370 3.2870  C27 1.090
36 H -1.2091 0.3529 4.4325  C27 1.090
37 H 1.1918 -1.8955 7.5057  C33 1.090
38 H -0.3733 -2.7768 7.6165  C33 1.090
39 H -0.2129 -0.9266 7.7966  C33 1.090
40 C 0.9221 1.7782 -3.5305  C41 1.498, H47 1.090, H48 1.090, H49 1.090
41 C -0.1739 0.7669 -3.6714  C40 1.498, O42 1.167, N43 1.534
42 O -0.1126 -0.2962 -3.1934  C41 1.167
43 N -1.5099 1.1533 -4.3182  C41 1.534, H44 1.010, H45 1.010, C46 1.525
44 H -1.3489 1.4574 -5.2678  N43 1.010
45 H -2.0158 0.2852 -4.4211  N43 1.010
46 C -2.4781 1.9753 -3.4737  N43 1.525, H50 1.090, H51 1.090, H52 1.090
47 H 1.6621 1.1956 -2.9817  C40 1.090
48 H 0.5312 2.5643 -2.8845  C40 1.090
49 H 1.2116 2.2728 -4.4576  C40 1.090
50 H -3.4897 1.8397 -3.8563  C46 1.090
51 H -2.2028 3.0297 -3.4497  C46 1.090
52 H -2.3244 1.4687 -2.5209  C46 1.090
53 C -4.1641 2.7185 2.8926  C54 1.449, H60 1.090, H61 1.090, H62 1.090
54 C -5.2660 3.4566 3.4753  C53 1.449, O55 1.220, N56 1.556
55 O -5.2784 3.9815 4.5761  C54 1.220
56 N -6.6593 3.5213 2.7867  C54 1.556, H57 1.010, H58 1.010, C59 1.575
57 H -6.5954 2.9147 1.9817  N56 1.010
58 H -7.2090 3.0616 3.4985  N56 1.010
59 C -7.0713 4.9932 2.4068  N56 1.575, H63 1.090, H64 1.090, H65 1.090
60 H -3.6344 2.1017 3.6186  C53 1.090
61 H -3.4998 3.4809 2.4856  C53 1.090
62 H -4.5897 2.1574 2.0606  C53 1.090
63 H -6.3513 5.3076 1.6513  C59 1.090
64 H -6.9803 5.5312 3.3504  C59 1.090
65 H -8.0609 5.0049 1.9501  C59 1.090
66 C -0.3865 5.3254 -2.1572  C67 1.495, H75 1.090, H76 1.090, H77 1.090
67 C -0.8241 6.2976 -1.1097  C66 1.495, C68 1.479, H78 1.090, H79 1.090
68 C -0.5951 5.9017 0.2968  C67 1.479, N69 1.661, H80 1.090, H81 1.090
69 N -0.8822 7.0904 1.4210  C68 1.661, C70 1.558, C71 1.534, C74 1.561
70 C -0.0969 8.3818 1.0415  N69 1.558, H82 1.090, H83 1.090, H84 1.090
71 C -2.3736 7.4303 1.5348  N69 1.534, C72 1.535, H85 1.090, H86 1.090
72 C -2.8967 6.5759 2.6982  C71 1.535, C73 1.512, H87 1.090, H88 1.090
73 C -1.7927 6.5555 3.7319  C72 1.512, C74 1.575, H89 1.090, H90 1.090
74 C -0.4881 6.6043 2.8516  N69 1.561, C73 1.575, H91 1.090, H92 1.090
75 H 0.6037 4.9030 -1.9866  C66 1.090
76 H -0.1367 5.8567 -3.0756  C66 1.090
77 H -1.1353 4.5797 -2.4243  C66 1.090
78 H -1.8681 6.6029 -1.1805  C67 1.090
79 H -0.2938 7.2183 -1.3531  C67 1.090
80 H 0.3823 5.4442 0.4499  C68 1.090
81 H -1.1768 4.9983 0.4799  C68 1.090
82 H 0.9442 8.0600 1.0666  C70 1.090
83 H -0.1198 9.1121 1.8503  C70 1.090
84 H -0.4197 8.5579 0.0153  C70 1.090
85 H -2.4937 8.4905 1.7574  C71 1.090
86 H -2.9321 7.2828 0.6105  C71 1.090
87 H -3.8156 6.9740 3.1286  C72 1.090
88 H -3.1481 5.5753 2.3465  C72 1.090
89 H -1.8931 7.4439 4.3554  C73 1.090
90 H -1.8864 5.7294 4.4367  C73 1.090
91 H 0.3308 7.1381 3.3339  C74 1.090
92 H -0.1038 5.5955 2.7005  C74 1.090
93 C 3.0563 -0.3840 -1.1330  C94 1.517, H102 1.090, H103 1.090, H104 1.090
94 C 4.3580 -1.1597 -1.1964  C93 1.517, C95 1.515, H105 1.090, H106 1.090
95 C 4.6705 -1.7948 -2.5358  C94 1.515, N96 1.563, H107 1.090, H108 1.090
96 N 5.7355 -2.9314 -2.4074  C95 1.563, C97 1.583, C98 1.542, C101 1.500
97 C 5.2195 -4.1518 -1.5411  N96 1.583, H109 1.090, H110 1.090, H111 1.090
98 C 7.0948 -2.4974 -1.8236  N96 1.542, C99 1.549, H112 1.090, H113 1.090
99 C 7.8127 -1.8062 -3.0091  C98 1.549, C100 1.519, H114 1.090, H115 1.090
100 C 7.1372 -2.3114 -4.2729  C99 1.519, C101 1.506, H116 1.090, H117 1.090
101 C 6.1843 -3.3643 -3.7717  N96 1.500, C100 1.506, H118 1.090, H119 1.090
102 H 2.8978 -0.2996 -0.0579  C93 1.090
103 H 2.0757 -0.8077 -1.3496  C93 1.090
104 H 3.2160 0.5998 -1.5743  C93 1.090
105 H 4.2827 -1.9727 -0.4742  C94 1.090
106 H 5.1197 -0.4121 -0.9751  C94 1.090
107 H 5.0458 -1.0855 -3.2735  C95 1.090
108 H 3.9382 -2.2745 -3.1852  C95 1.090
109 H 5.2718 -3.8112 -0.5070  C97 1.090
110 H 5.9726 -4.8963 -1.7991  C97 1.090
111 H 4.2574 -4.4914 -1.9249  C97 1.090
112 H 7.6781 -3.4008 -1.6456  C98 1.090
113 H 6.9255 -1.9563 -0.8926  C98 1.090
114 H 8.8750 -2.0458 -2.9626  C99 1.090
115 H 7.7338 -0.7197 -3.0450  C99 1.090
116 H 7.8230 -2.6983 -5.0266  C100 1.090
117 H 6.6195 -1.4745 -4.7416  C100 1.090
118 H 6.5161 -4.4021 -3.7411  C101 1.090
119 H 5.2686 -3.3161 -4.3610  C101 1.090
120 C 0.6804 -8.2340 0.2495  C121 1.486, H129 1.090, H130 1.090, H131 1.090
121 C 0.5509 -7.5741 -1.0751  C120 1.486, C122 1.564, H132 1.090, H133 1.090
122 C -0.8063 -6.8070 -1.1971  C121 1.564, N123 1.557, H134 1.090, H135 1.090
123 N -0.9488 -5.8984 -2.4534  C122 1.557, C124 1.526, C125 1.580, C128 1.520
124 C -0.8042 -6.6318 -3.7840  N123 1.526, H136 1.090, H137 1.090, H138 1.090
125 C 0.1636 -4.7807 -2.3536  N123 1.580, C126 1.565, H139 1.090, H140 1.090
126 C -0.3902 -3.5207 -3.0989  C125 1.565, C127 1.539, H141 1.090, H142 1.090
127 C -1.8793 -3.8389 -3.3192  C126 1.539, C128 1.466, H143 1.090, H144 1.090
128 C -2.1810 -5.0095 -2.4899  N123 1.520, C127 1.466, H145 1.090, H146 1.090
129 H 0.9338 -7.5851 1.0878  C120 1.090
130 H 1.3678 -9.0768 0.1773  C120 1.090
131 H -0.1870 -8.7753 0.6273  C120 1.090
132 H 0.6698 -8.2399 -1.9299  C121 1.090
133 H 1.2890 -6.7725 -1.1019  C121 1.090
134 H -0.9119 -6.0934 -0.3800  C122 1.090
135 H -1.7332 -7.3801 -1.2211  C122 1.090
136 H -0.0871 -7.4527 -3.7906  C124 1.090
137 H -0.8584 -5.9100 -4.5989  C124 1.090
138 H -1.7222 -7.2089 -3.8954  C124 1.090
139 H 1.0870 -5.2087 -2.7437  C125 1.090
140 H 0.3013 -4.6275 -1.2832  C125 1.090
141 H 0.0718 -3.3901 -4.0775  C126 1.090
142 H -0.1883 -2.6278 -2.5072  C126 1.090
143 H -2.0665 -4.0870 -4.3639  C127 1.090
144 H -2.5026 -3.0289 -2.9403  C127 1.090
145 H -3.0940 -5.4865 -2.8462  C128 1.090
146 H -2.4097 -4.6450 -1.4885  C128 1.090
147 C -0.5456 0.2673 0.4665  F148 1.322, F149 1.310, F150 1.372, S151 1.917
148 F 0.3407 -0.4302 1.1559  C147 1.322
149 F -0.5397 -0.2483 -0.7377  C147 1.310
150 F -1.8421 0.0063 0.8331  C147 1.372
151 S -0.2051 2.1418 0.6801  C147 1.917, O152 1.469, O153 1.465, O154 1.495
152 O -0.7734 2.7468 -0.5315  S151 1.469
153 O -0.8903 2.6541 1.8699  S151 1.465
154 O 1.2759 2.3446 0.6653  S151 1.495
155 C 1.6961 -3.8556 1.0209  F156 1.338, F157 1.300, F158 1.310, S159 1.873
156 F 0.9738 -2.9736 0.3205  C155 1.338
157 F 1.0507 -4.9544 1.2758  C155 1.300
158 F 2.7140 -4.1370 0.2465  C155 1.310
159 S 2.2374 -2.8897 2.5316  C155 1.873, O160 1.486, O161 1.416, O162 1.493
160 O 2.5635 -1.5309 2.0258  S159 1.486
161 O 1.1224 -2.9376 3.4029  S159 1.416
162 O 3.4704 -3.6104 2.9677  S159 1.493

Values from the calculation:
Total energy = -4277.359689 a.u.
Strongest force on any atom = 7.06 eV Å⁻¹
LUMO = -12.946 eV
Net charge = +6
Orbital gap = 0.27556 Ha
2S+1 = 1
Molar mass = 1053.37 g/mol

Mulliken population analysis, charges in e, atoms 1 to 2: 0.369, 0.108